A cluster of 2 separate species, C27H39ClF5N3O4P3 in total at a distorted geometry. Source: the OMol25 dataset; level of theory: wB97M-V/def2-TZVPD.

The geometry in XYZ format:
```
82
C27H39ClF5N3O4P3, DFT wB97M-V/def2-TZVPD
C -4.06068 0.60134 1.81168
C -4.06699 0.99695 0.31934
C -2.67238 1.13891 -0.30751
C -1.90662 -0.14890 -0.10605
O -0.84242 -0.27246 -1.08964
N 0.32912 -0.89279 -0.59100
C 0.58314 -2.09747 -1.20875
N -0.12380 -3.15682 -0.92103
C -1.16404 -3.27987 0.09777
C -1.11534 -4.66659 0.73176
N 1.57993 -2.26500 -2.13962
C 2.70673 -3.11614 -1.75576
F 3.59414 -3.08329 -2.76798
F 2.25481 -4.40788 -1.68965
C 3.39944 -2.78631 -0.45246
C 2.80380 -3.04999 0.77748
C 3.45304 -2.74141 1.95255
C 4.70891 -2.15796 1.93025
C 5.31295 -1.92566 0.70656
C 6.67867 -1.28955 0.62926
F 7.27562 -1.21801 1.82704
F 7.48280 -2.01367 -0.18193
F 6.61536 -0.04703 0.10579
C 4.66678 -2.24221 -0.47447
C 1.90322 -1.03257 -2.87559
P 0.32619 -0.66124 -3.90073
O 0.96278 0.13649 -5.16260
Cl 0.09301 -2.57074 -4.70359
C 2.31331 0.08679 -1.89502
P 2.37283 1.71140 -2.81956
C 3.52364 1.37566 -4.20966
C 3.34537 2.87813 -1.75862
C 4.48364 3.60875 -2.47809
C 1.49402 0.01997 -0.56337
P 0.86110 1.53713 0.34875
O 2.22711 2.21998 0.91691
O 0.20781 2.53450 -0.74851
H -3.05980 0.52189 2.23891
H -4.55139 -0.35403 1.99652
H -4.58597 1.35138 2.40136
H -4.64539 0.24880 -0.22905
H -4.61933 1.92951 0.21619
H -2.81694 1.35848 -1.36552
H -2.18473 1.96693 0.20604
H -1.48980 -0.23773 0.89375
H -2.59764 -0.98561 -0.24052
H 0.06240 -3.99940 -1.45106
H -1.02779 -2.51940 0.86247
H -2.13073 -3.12679 -0.38095
H -1.95883 -4.75845 1.41147
H -1.12472 -5.45931 -0.01397
H -0.21156 -4.75333 1.33585
H 1.82461 -3.50494 0.83623
H 2.97861 -2.93806 2.90335
H 5.22886 -1.88519 2.83676
H 5.16483 -2.03198 -1.41154
H 2.70835 -1.16101 -3.59126
H 0.53900 -0.11087 -5.99530
H 3.35089 -0.13366 -1.61268
H 3.54480 2.25755 -4.84424
H 4.53339 1.16808 -3.84643
H 3.21288 0.51807 -4.79445
H 3.80381 2.25472 -0.98347
H 2.67867 3.55844 -1.23983
H 4.88856 4.35735 -1.79760
H 5.30945 2.93649 -2.69936
H 4.13268 4.09466 -3.38623
H 2.15035 -0.42632 0.18793
H 1.99620 2.54895 1.79317
H -0.00658 2.10847 -1.59248
C -7.80275 4.37086 5.10396
C -7.33978 4.25936 3.80047
C -7.25894 3.01133 3.19877
C -7.64732 1.87597 3.89650
C -8.11288 1.98840 5.19908
C -8.18738 3.23544 5.80360
H -7.86463 5.34320 5.57481
H -7.04263 5.14505 3.25394
H -6.89382 2.92414 2.18253
H -7.58861 0.90308 3.42466
H -8.41849 1.10419 5.74319
H -8.54693 3.32287 6.82049
```

Computed properties:
E_tot = -95263.0785 eV
Gap between HOMO and LUMO = 7.07 eV
Charge = +1
Spin multiplicity = 1

Mulliken population analysis, charges in e, atoms 1 to 6: -1.057, -0.784, -0.499, -0.399, -0.143, 0.878